Entry 1:
91
Properties=species:S:1:pos:R:3:lowdin_charge:R:1 method="wB97M-V/def2-TZVPD" total_energy_ha=-5457.9946 e_above_lowest_kcal_mol=7.16 charge=+2 multiplicity=3 homo_ha="-0.467 / -0.467" largest_force_ev_per_a=2.022
V 0.1975 0.9426 1.0984 0.804
O -0.8194 1.8491 2.7795 -0.124
C -2.0716 2.4818 2.5862 -0.132
C -2.7784 1.9563 1.3597 -0.254
C -3.9916 2.5184 0.9697 0.011
C -4.6551 1.9850 -0.1202 -0.016
C -4.1126 0.8760 -0.7597 -0.021
C -2.9021 0.3848 -0.3026 -0.124
N -2.2303 0.9338 0.7083 0.051
H -0.2653 2.4217 3.3304 0.097
H -1.9572 3.5727 2.4964 0.145
H -2.7156 2.2854 3.4606 0.155
H -4.4074 3.3458 1.5228 0.133
H -5.5820 2.4203 -0.4577 0.126
H -4.6194 0.3990 -1.5861 0.122
H -2.4711 -0.5101 -0.7378 0.122
C 0.7089 -0.2433 -4.1354 -0.057
N 1.0587 -0.0294 -2.7573 -0.109
C 0.2682 0.3253 -1.7403 -0.146
N 0.9581 0.2657 -0.6027 -0.036
C 2.1921 -0.1394 -1.0034 -0.139
N 2.2640 -0.3228 -2.2930 0.163
C -0.2881 -1.3730 -4.2779 -0.203
C -1.2386 -1.3502 -5.2905 -0.027
C -2.1122 -2.4165 -5.4488 -0.042
C -2.0450 -3.5144 -4.6100 0.008
C -1.0895 -3.5408 -3.5979 -0.128
C -0.2196 -2.4652 -3.4305 0.026
C -0.9292 -4.6758 -2.7137 -0.282
N -1.1795 -5.9300 -2.9282 0.124
N -0.7628 -6.6108 -1.8609 0.124
C -0.2787 -5.7565 -1.0121 -0.273
O -0.3582 -4.4907 -1.4960 0.123
C 0.2785 -5.9630 0.3080 -0.132
C 0.9390 -7.1406 0.6435 0.009
C 1.4761 -7.2703 1.9117 -0.038
C 1.3499 -6.2528 2.8402 -0.021
C 0.6878 -5.0744 2.5072 -0.189
C 0.5219 -3.9999 3.5601 -0.059
N 0.0768 -2.7403 3.0254 -0.110
C 0.7070 -1.8619 2.2427 -0.082
N -0.1134 -0.8527 1.9532 -0.037
C -1.2576 -1.1871 2.6058 -0.161
N -1.1605 -2.3161 3.2481 0.156
C 0.1609 -4.9313 1.2374 0.024
H 1.6417 -0.5012 -4.6451 0.151
H 0.3085 0.6756 -4.5719 0.136
H -0.7648 0.6030 -1.8442 0.128
H 3.0300 -0.3123 -0.3576 0.127
H -1.2906 -0.5091 -5.9649 0.117
H -2.8499 -2.3840 -6.2333 0.116
H -2.7098 -4.3530 -4.7346 0.127
H 0.5309 -2.5147 -2.6526 0.123
H 1.0319 -7.9260 -0.0871 0.126
H 2.0011 -8.1719 2.1795 0.118
H 1.7556 -6.3799 3.8319 0.122
H 1.4597 -3.8515 4.1025 0.144
H -0.2530 -4.3063 4.2704 0.149
H 1.7227 -1.9683 1.9177 0.153
H -2.1556 -0.5984 2.6022 0.117
H -0.3721 -4.0348 0.9500 0.116
C 3.5467 3.2349 0.3888 -0.197
Ge 2.8779 2.7310 2.2020 0.815
C 1.6209 4.0684 2.9904 -0.205
C 4.3822 2.5533 3.4856 -0.202
C 1.9475 0.9755 2.1553 -0.362
H 3.6429 4.3135 0.3114 0.020
H 2.8948 2.8727 -0.4034 -0.035
H 4.5374 2.8203 0.2367 0.028
H 2.1052 5.0382 3.0551 0.031
H 1.3866 3.7608 4.0081 0.028
H 0.7027 4.1848 2.4216 -0.017
H 4.8521 3.5175 3.6451 0.023
H 5.1392 1.8702 3.1154 0.021
H 4.0426 2.1875 4.4499 0.023
H 1.7454 0.7373 3.2052 0.023
H 2.6696 0.2476 1.7877 -0.008
O 0.1537 2.7354 0.3125 -0.613
S 0.4335 3.2438 -1.0872 1.041
C 0.8000 5.0286 -0.8567 -0.262
C -0.1771 5.7816 -1.7384 -0.211
C -1.5181 5.0724 -1.5963 -0.210
C -1.2324 3.5943 -1.8047 -0.266
H 1.8363 5.2029 -1.1319 0.095
H 0.6596 5.2269 0.2049 0.103
H 0.1542 5.7426 -2.7767 0.127
H -0.2406 6.8292 -1.4491 0.133
H -2.2370 5.4340 -2.3301 0.130
H -1.9357 5.2411 -0.6025 0.121
H -1.1536 3.3481 -2.8623 0.101
H -1.9565 2.9338 -1.3318 0.073


Entry 2:
86
Properties=species:S:1:pos:R:3:lowdin_charge:R:1 method="wB97M-V/def2-TZVPD" total_energy_ha=-3140.8118 e_above_lowest_kcal_mol=3.73 charge=+2 homo_ha=-0.476 largest_force_ev_per_a=0.438
Zr -0.5784 1.0988 0.3838 1.293
C 3.6611 2.7749 0.4126 0.017
C 2.2931 2.4576 -0.0932 -0.199
N 1.5248 1.6667 0.6136 -0.148
N 2.0923 1.1322 1.7759 -0.054
C 1.2808 0.9239 2.7574 -1.084
S -0.4718 1.3299 2.7961 0.536
S 1.7438 0.1572 4.2298 0.962
C 3.5751 0.1386 4.1571 -0.369
C 4.1731 1.2191 5.0100 -0.309
C 4.6573 0.9127 6.2760 -0.039
C 5.1963 1.9069 7.0807 -0.059
C 5.2507 3.2151 6.6257 -0.066
C 4.7648 3.5290 5.3628 -0.066
C 4.2288 2.5349 4.5619 -0.052
C 1.8029 3.0405 -1.3395 -0.106
C 2.7132 3.5771 -2.2685 -0.005
C 2.2868 4.1731 -3.4341 -0.041
C 0.9223 4.2819 -3.6930 -0.026
C -0.0004 3.7672 -2.8032 0.005
C 0.4338 3.1345 -1.6482 -0.289
O -0.4984 2.5993 -0.8164 -0.307
H 3.6043 3.0352 1.4670 0.076
H 4.2951 1.8871 0.3505 0.116
H 4.1213 3.5925 -0.1274 0.085
H 3.8544 -0.8475 4.5251 0.084
H 3.8485 0.2115 3.1070 0.074
H 4.6211 -0.1090 6.6352 0.117
H 5.5754 1.6571 8.0623 0.113
H 5.6723 3.9900 7.2513 0.112
H 4.8078 4.5489 5.0044 0.109
H 3.8421 2.7825 3.5805 0.084
H 3.7736 3.5017 -2.0784 0.117
H 3.0083 4.5654 -4.1362 0.121
H 0.5788 4.7717 -4.5941 0.124
H -1.0640 3.8525 -2.9808 0.123
C -3.6926 1.5546 -1.8787 -0.217
P -2.9689 0.2981 -0.7901 0.941
C -2.5682 -1.0576 -1.9551 -0.396
N -3.4961 -1.3580 -2.8323 0.153
C -3.2367 -2.3390 -3.7230 -0.184
C -4.2178 -2.6982 -4.6790 0.007
C -3.9458 -3.6909 -5.5700 -0.029
C -2.6937 -4.3651 -5.5564 -0.029
C -1.7287 -4.0361 -4.6541 0.006
C -1.9836 -3.0093 -3.7130 -0.183
N -1.0293 -2.6589 -2.8237 0.150
C -1.3081 -1.7143 -1.9588 -0.402
P 0.0721 -1.2590 -0.8320 0.962
C 1.4214 -0.8635 -1.9859 -0.220
C 0.5823 -2.7630 0.1310 -0.706
C -0.6682 -3.4223 0.7111 -0.078
C 1.4822 -2.2682 1.2673 -0.098
C 1.3459 -3.7423 -0.7623 -0.073
C -4.2711 -0.2751 0.3898 -0.727
C -3.6407 -1.3448 1.2815 -0.094
C -4.6514 0.9521 1.2284 -0.082
C -5.4975 -0.8392 -0.3262 -0.070
H -4.5726 1.1523 -2.3778 0.055
H -2.9517 1.8265 -2.6304 0.047
H -3.9552 2.4452 -1.3095 0.057
H -5.1639 -2.1749 -4.6743 0.124
H -4.6885 -3.9759 -6.3026 0.121
H -2.5111 -5.1491 -6.2786 0.121
H -0.7698 -4.5353 -4.6329 0.123
H 1.5181 -1.6638 -2.7188 0.058
H 2.3523 -0.7533 -1.4286 0.055
H 1.2095 0.0737 -2.5048 0.049
H -1.1852 -2.7626 1.4107 0.066
H -0.3666 -4.3129 1.2650 0.105
H -1.3661 -3.7392 -0.0655 0.083
H 0.9343 -1.6410 1.9743 0.045
H 2.3498 -1.7119 0.9047 0.081
H 1.8548 -3.1301 1.8240 0.107
H 0.7576 -4.0605 -1.6211 0.074
H 1.5840 -4.6237 -0.1638 0.102
H 2.2890 -3.3253 -1.1155 0.084
H -2.8029 -0.9517 1.8697 0.059
H -3.2964 -2.2022 0.7001 0.069
H -4.3864 -1.7075 1.9911 0.107
H -3.7784 1.4257 1.6936 0.069
H -5.3114 0.6383 2.0385 0.104
H -5.1823 1.7036 0.6442 0.087
H -5.2675 -1.7624 -0.8558 0.079
H -5.9261 -0.1344 -1.0382 0.083
H -6.2639 -1.0582 0.4200 0.102